The following is a quantum chemistry calculation of a structure of composition C46H52N6O7P2S2Ta in a non-equilibrium geometry, from OMol25.

Positions of all 116 atoms, in Å:
Ta -0.032 -0.128 -0.738
N -1.012 -2.203 -1.110
C -1.056 -2.820 -2.457
C 0.325 -2.644 -3.111
N 0.782 -1.208 -2.889
C 0.407 -0.255 -3.986
C -1.023 0.198 -3.892
N -1.332 0.564 -2.495
H -1.931 -2.249 -0.661
H -0.412 -2.792 -0.528
H -1.280 -3.884 -2.318
H -1.894 -2.358 -2.997
H 1.053 -3.346 -2.683
H 0.292 -2.975 -4.180
H 1.829 -1.193 -2.882
H 1.094 0.600 -3.970
H 0.618 -0.689 -4.939
H -1.198 1.060 -4.582
H -1.756 -0.528 -4.245
H -1.359 1.657 -2.364
H -2.292 0.260 -2.340
C 3.218 -1.839 2.355
N 2.232 -1.309 1.400
P 0.624 -0.642 1.796
C -0.177 -1.884 2.854
C -1.453 -2.465 2.664
C -1.885 -3.552 3.429
C -1.157 -3.992 4.515
C 0.001 -3.295 4.863
C 0.473 -2.251 4.070
C 0.948 0.662 3.025
C 2.025 1.526 2.742
C 2.454 2.451 3.741
C 1.821 2.503 4.976
C 0.731 1.666 5.209
C 0.323 0.718 4.277
P 2.253 -1.697 -0.268
C 3.827 -1.245 -1.063
C 4.254 -1.665 -2.383
C 5.461 -1.247 -2.911
C 6.351 -0.477 -2.150
C 5.962 -0.073 -0.893
C 4.738 -0.512 -0.308
C 2.288 -3.512 -0.212
C 3.174 -4.257 -1.034
C 2.871 -5.585 -1.230
C 2.019 -6.295 -0.411
C 1.300 -5.601 0.536
C 1.385 -4.203 0.641
H 3.429 -1.067 3.125
H 4.173 -2.056 1.884
H 2.860 -2.722 2.904
H -2.160 -2.067 1.899
H -2.860 -4.006 3.142
H -1.502 -4.862 5.132
H 0.559 -3.528 5.791
H 1.295 -1.663 4.435
H 2.596 1.461 1.825
H 3.316 3.075 3.547
H 2.193 3.158 5.783
H 0.148 1.729 6.122
H -0.522 0.068 4.540
H 3.593 -2.336 -2.946
H 5.703 -1.505 -3.951
H 7.337 -0.158 -2.502
H 6.627 0.614 -0.304
H 4.493 -0.129 0.708
H 4.073 -3.766 -1.445
H 3.380 -6.113 -2.020
H 1.915 -7.377 -0.526
H 0.704 -6.125 1.278
H 0.790 -3.720 1.379
O 3.439 1.971 -0.660
S 2.518 2.025 -1.770
O 3.061 2.045 -3.103
O 1.466 0.864 -1.632
C 1.781 3.668 -1.718
C 2.617 4.656 -2.287
C 2.599 5.953 -1.832
C 1.550 6.398 -1.054
C 0.630 5.456 -0.563
C 0.771 4.072 -0.820
S -0.697 3.129 -0.468
O -1.536 2.978 -1.683
O -1.372 3.944 0.485
O -0.197 1.790 0.124
H 3.349 4.351 -3.022
H 3.400 6.659 -2.148
H 1.395 7.473 -0.821
H -0.159 5.784 0.127
C -6.325 1.491 1.195
N -4.853 1.536 1.296
N -4.073 1.139 0.118
C -2.962 0.505 0.588
O -2.091 -0.024 -0.204
C -2.994 0.492 2.039
C -4.140 1.149 2.419
C -4.634 1.328 3.823
C -4.422 1.750 -1.166
C -4.756 0.920 -2.235
C -5.234 1.524 -3.413
C -5.261 2.909 -3.538
C -4.965 3.715 -2.446
C -4.511 3.169 -1.279
H -6.720 2.325 0.617
H -6.695 1.663 2.223
H -6.689 0.537 0.805
H -2.248 0.042 2.715
H -3.922 0.822 4.486
H -5.591 0.858 4.040
H -4.722 2.380 4.070
H -4.634 -0.163 -2.187
H -5.466 0.914 -4.275
H -5.568 3.335 -4.506
H -5.059 4.800 -2.549
H -4.110 3.771 -0.451

## Properties
energy above the lowest of the compared OMol25 structures with the same formula, charge and spin: 0.0 kcal per mole
HOMO: -15.908 eV
charge: +3
HOMO-LUMO gap: 0.2394 Ha
spin multiplicity: 1

Atomic partial charges in e from the Mulliken method, atoms 1 to 99: atom 1 (Ta): 1.735, atom 2 (N): -0.686, atom 3 (C): -0.869, atom 4 (C): -0.199, atom 5 (N): 0.022, atom 6 (C): -1.004, atom 7 (C): -0.656, atom 8 (N): -0.063, atom 9 (H): 0.211, atom 10 (H): 0.105, atom 11 (H): 0.654, atom 12 (H): 0.313, atom 13 (H): -0.017, atom 14 (H): 0.526, atom 15 (H): -0.291, atom 16 (H): 0.150, atom 17 (H): 0.722, atom 18 (H): 0.505, atom 19 (H): 0.351, atom 20 (H): 0.345, atom 21 (H): -0.383, atom 22 (C): -1.174, atom 23 (N): 0.653, atom 24 (P): 2.079, atom 25 (C): 1.004, atom 26 (C): 0.354, atom 27 (C): -0.891, atom 28 (C): -0.741, atom 29 (C): -0.861, atom 30 (C): -1.086, atom 31 (C): 0.726, atom 32 (C): -0.948, atom 33 (C): -0.862, atom 34 (C): -0.769, atom 35 (C): -0.809, atom 36 (C): -0.327, atom 37 (P): 1.712, atom 38 (C): 0.789, atom 39 (C): -0.998, atom 40 (C): -0.705, atom 41 (C): -0.878, atom 42 (C): -0.486, atom 43 (C): -0.810, atom 44 (C): 0.860, atom 45 (C): -1.119, atom 46 (C): -0.789, atom 47 (C): -0.838, atom 48 (C): -0.919, atom 49 (C): -0.497, atom 50 (H): 0.357, atom 51 (H): 0.496, atom 52 (H): 0.282, atom 53 (H): 0.047, atom 54 (H): 0.462, atom 55 (H): 0.423, atom 56 (H): 0.452, atom 57 (H): 0.700, atom 58 (H): 0.470, atom 59 (H): 0.538, atom 60 (H): 0.436, atom 61 (H): 0.487, atom 62 (H): 0.449, atom 63 (H): 0.430, atom 64 (H): 0.448, atom 65 (H): 0.436, atom 66 (H): 0.410, atom 67 (H): 0.005, atom 68 (H): 0.709, atom 69 (H): 0.520, atom 70 (H): 0.442, atom 71 (H): 0.510, atom 72 (H): 0.405, atom 73 (O): -0.633, atom 74 (S): 2.049, atom 75 (O): -0.829, atom 76 (O): 0.345, atom 77 (C): -0.098, atom 78 (C): -0.843, atom 79 (C): -0.670, atom 80 (C): -0.673, atom 81 (C): -0.618, atom 82 (C): 0.094, atom 83 (S): 1.932, atom 84 (O): -0.873, atom 85 (O): -0.697, atom 86 (O): -0.831, atom 87 (H): 0.595, atom 88 (H): 0.420, atom 89 (H): 0.402, atom 90 (H): 0.518, atom 91 (C): -1.111, atom 92 (N): -0.097, atom 93 (N): 0.903, atom 94 (C): -0.114, atom 95 (O): 0.071, atom 96 (C): 0.544, atom 97 (C): -0.259, atom 98 (C): -1.638, atom 99 (C): 0.080

=====

The following is a quantum chemistry calculation of a structure of composition C46H53BiF5GeO9S2 in a non-equilibrium geometry, from OMol25.

Positions of all 117 atoms, in Å:
Bi -0.241 0.608 -0.473
C 3.200 0.520 1.308
O 2.558 -0.470 0.514
C 2.343 -1.690 1.216
C 1.151 -1.659 2.141
O 0.006 -1.942 1.316
C -1.128 -2.424 2.017
C -1.843 -1.444 2.921
O -2.832 -0.764 2.157
C -3.488 0.269 2.881
H 4.199 0.171 1.611
H 3.306 1.412 0.684
H 2.604 0.775 2.188
H 2.164 -2.446 0.454
H 3.245 -1.972 1.778
H 1.255 -2.428 2.922
H 1.054 -0.668 2.611
H -1.828 -2.728 1.248
H -0.838 -3.304 2.601
H -2.319 -2.001 3.738
H -1.137 -0.731 3.363
H -4.124 0.802 2.174
H -4.111 -0.151 3.679
H -2.779 0.972 3.322
C -0.589 2.896 -7.015
O -1.506 3.701 -6.287
C -1.609 3.454 -4.975
C -2.465 4.304 -4.255
C -2.611 4.094 -2.918
C -1.956 3.059 -2.220
C -2.306 2.885 -0.835
C -3.224 3.856 -0.148
O -1.941 1.954 -0.103
C -1.078 2.220 -2.964
O -0.351 1.246 -2.492
C -0.931 2.444 -4.343
H -0.593 3.274 -8.033
H -0.895 1.848 -7.016
H 0.419 2.976 -6.604
H -2.991 5.097 -4.769
H -3.277 4.750 -2.372
H -2.850 4.875 -0.251
H -3.259 3.592 0.905
H -4.229 3.797 -0.573
H -0.259 1.786 -4.874
O 0.857 -1.394 -1.921
S 0.251 -2.781 -1.960
C 1.548 -3.845 -2.710
C 2.874 -3.676 -2.024
C 3.642 -2.536 -2.259
C 4.844 -2.350 -1.591
C 5.300 -3.307 -0.692
C 4.545 -4.449 -0.459
C 3.335 -4.627 -1.118
C -0.894 -2.826 -3.401
C -0.308 -2.383 -4.711
C -0.155 -3.293 -5.755
C 0.402 -2.903 -6.967
C 0.827 -1.593 -7.145
C 0.685 -0.680 -6.106
C 0.113 -1.063 -4.898
H 1.603 -3.565 -3.759
H 1.169 -4.866 -2.613
H 3.279 -1.783 -2.952
H 5.422 -1.450 -1.766
H 6.239 -3.159 -0.170
H 4.891 -5.197 0.246
H 2.737 -5.514 -0.921
H -1.706 -2.180 -3.073
H -1.251 -3.859 -3.435
H -0.484 -4.320 -5.620
H 0.513 -3.625 -7.769
H 1.268 -1.286 -8.087
H 1.028 0.343 -6.236
H -0.003 -0.346 -4.093
C -1.045 3.186 5.415
Ge 0.187 1.734 4.821
C 1.934 2.173 5.629
C -0.449 0.154 5.847
C 0.426 1.380 2.989
H -0.868 3.484 6.459
H -2.089 2.861 5.319
H -0.899 4.060 4.770
H 1.817 2.502 6.669
H 2.432 2.973 5.067
H 2.583 1.290 5.614
H -0.246 0.282 6.919
H 0.069 -0.747 5.501
H -1.530 0.000 5.724
H -0.501 1.258 2.405
H 1.040 2.162 2.522
F 6.355 4.542 -0.841
C 5.078 4.230 -0.651
C 4.358 4.816 0.364
F 4.954 5.703 1.159
C 3.031 4.485 0.556
F 2.388 5.093 1.544
C 2.367 3.569 -0.252
S 0.676 3.220 -0.027
C 3.131 3.001 -1.261
F 2.576 2.109 -2.083
C 4.457 3.316 -1.466
F 5.146 2.742 -2.456
O -3.417 0.447 -2.163
C -3.149 -0.576 -1.535
O -2.018 -0.857 -0.968
C -4.200 -1.668 -1.451
C -4.018 -2.804 -0.675
C -5.006 -3.780 -0.607
C -6.186 -3.624 -1.323
C -6.371 -2.491 -2.112
C -5.380 -1.519 -2.173
H -3.101 -2.907 -0.116
H -4.857 -4.662 0.007
H -6.965 -4.377 -1.261
H -7.288 -2.367 -2.676
H -5.502 -0.625 -2.774

## Properties
energy above the lowest of the compared OMol25 structures with the same formula, charge and spin: 58.3 kcal per mole
HOMO: -2.900 eV
charge: -1
HOMO-LUMO gap: 0.1782 Ha
spin multiplicity: 1

Atomic partial charges in e from the Mulliken method, atoms 1 to 99: atom 1 (Bi): 2.028, atom 2 (C): -0.246, atom 3 (O): 0.566, atom 4 (C): -0.365, atom 5 (C): 0.284, atom 6 (O): 0.365, atom 7 (C): -0.826, atom 8 (C): 1.169, atom 9 (O): -0.119, atom 10 (C): -0.738, atom 11 (H): 0.318, atom 12 (H): -0.162, atom 13 (H): 0.028, atom 14 (H): -0.596, atom 15 (H): 0.570, atom 16 (H): 0.588, atom 17 (H): -0.573, atom 18 (H): -0.612, atom 19 (H): 0.468, atom 20 (H): 0.513, atom 21 (H): -1.069, atom 22 (H): 0.215, atom 23 (H): 0.309, atom 24 (H): 0.163, atom 25 (C): -0.762, atom 26 (O): -0.498, atom 27 (C): 1.163, atom 28 (C): -1.476, atom 29 (C): -1.147, atom 30 (C): 1.042, atom 31 (C): 1.272, atom 32 (C): -2.269, atom 33 (O): -0.770, atom 34 (C): 0.004, atom 35 (O): -0.005, atom 36 (C): -0.164, atom 37 (H): 0.309, atom 38 (H): 0.322, atom 39 (H): 0.315, atom 40 (H): 0.437, atom 41 (H): 0.443, atom 42 (H): 0.448, atom 43 (H): 0.351, atom 44 (H): 0.415, atom 45 (H): -0.102, atom 46 (O): -1.023, atom 47 (S): 0.847, atom 48 (C): -1.065, atom 49 (C): 0.153, atom 50 (C): 0.099, atom 51 (C): -0.575, atom 52 (C): -0.452, atom 53 (C): -0.651, atom 54 (C): -0.252, atom 55 (C): -0.648, atom 56 (C): -0.335, atom 57 (C): -0.099, atom 58 (C): -0.725, atom 59 (C): -0.621, atom 60 (C): -1.088, atom 61 (C): 1.551, atom 62 (H): 0.333, atom 63 (H): 0.530, atom 64 (H): 0.144, atom 65 (H): 0.409, atom 66 (H): 0.377, atom 67 (H): 0.366, atom 68 (H): 0.339, atom 69 (H): -0.233, atom 70 (H): 0.649, atom 71 (H): 0.374, atom 72 (H): 0.370, atom 73 (H): 0.389, atom 74 (H): 0.585, atom 75 (H): -0.284, atom 76 (C): -1.363, atom 77 (Ge): 0.143, atom 78 (C): -1.369, atom 79 (C): -1.240, atom 80 (C): 0.081, atom 81 (H): 0.386, atom 82 (H): 0.364, atom 83 (H): 0.368, atom 84 (H): 0.397, atom 85 (H): 0.347, atom 86 (H): 0.347, atom 87 (H): 0.477, atom 88 (H): 0.289, atom 89 (H): 0.346, atom 90 (H): -0.327, atom 91 (H): 0.146, atom 92 (F): -0.336, atom 93 (C): 0.741, atom 94 (C): 0.059, atom 95 (F): -0.321, atom 96 (C): 0.323, atom 97 (F): -0.339, atom 98 (C): 0.636, atom 99 (S): -0.392

=====

Which of these has the highest charge?
C46H52N6O7P2S2Ta